1.
C10H23B | ωB97M-V/def2-TZVPD

```
34
Properties=species:S:1:pos:R:3:forces:R:3:nbo_charge:R:1
B -0.14860 0.85488 0.54413 2.5 -1.9 -0.6 0.72
C 2.35878 1.07907 1.62681 -2.3 -0.9 -0.1 -0.61
C -1.19948 -1.49059 0.45608 0.1 -0.9 -2.2 -0.60
C 3.33225 0.38337 -1.37816 1.4 0.3 -1.7 -0.60
C 2.55957 -1.47216 -0.05716 -2.6 -1.5 3.5 -0.59
C -3.49290 -0.11488 -1.46775 0.4 -0.1 0.0 -0.64
C -3.37275 0.54204 1.00927 -2.0 1.9 -2.1 -0.62
C 1.47691 0.73596 0.39362 0.0 4.4 -1.1 -0.50
C -1.16757 -0.06971 -0.15585 -2.6 0.1 0.1 -0.60
C 2.16003 -0.16471 -0.65058 -0.8 -0.4 1.3 -0.28
C -2.63304 0.58186 -0.34030 -0.5 -3.5 0.5 -0.17
H -0.55010 1.67637 1.18724 -0.5 1.8 1.4 -0.11
H 1.81003 1.79892 2.27136 0.9 -0.3 -0.3 0.22
H 3.37386 1.25795 1.39463 0.9 1.1 -0.4 0.20
H 2.43744 0.13188 2.10253 -0.1 -0.7 1.3 0.20
H -1.84041 -2.24792 -0.19028 1.1 1.6 1.4 0.21
H -1.49412 -1.52113 1.49758 -0.1 -0.1 0.1 0.21
H -0.15090 -1.80269 0.32960 -0.4 -0.5 0.5 0.21
H 4.02924 0.73823 -0.60634 0.1 0.1 -0.5 0.20
H 3.89326 -0.38975 -2.01974 -0.9 0.8 1.1 0.21
H 3.10578 1.18942 -2.10578 0.0 -0.1 0.7 0.21
H 2.09644 -1.57044 1.03323 1.2 0.1 -1.9 0.19
H 3.58883 -1.58696 0.02322 1.9 -0.3 0.3 0.20
H 2.15027 -2.38042 -0.50087 0.1 0.2 -0.6 0.22
H -2.77240 -0.62294 -2.12859 -0.6 -0.1 -0.1 0.20
H -4.19827 -0.82012 -1.03635 0.6 -0.8 0.5 0.21
H -4.26743 0.39079 -2.08390 1.1 0.9 0.3 0.22
H -3.68050 -0.40985 1.44699 0.4 0.2 -0.2 0.21
H -4.26910 1.25078 0.88013 0.7 -1.4 0.2 0.20
H -2.75823 1.18056 1.55011 1.2 0.4 2.3 0.21
H 1.51223 1.87122 -0.13411 -0.5 -2.2 0.6 0.24
H -0.80205 -0.16002 -1.14324 0.5 -0.4 -1.5 0.22
H 1.33405 -0.41299 -1.22254 -1.3 -0.3 -2.2 0.20
H -2.42109 1.57399 -0.52495 0.0 2.3 -0.8 0.19
```
Positions in Å, forces in eV/Å.

Values from the calculation:
E (a.u.): -419.5564
Relative energy (zero: lowest compared OMol25 entry of this formula, charge and spin) (kcal/mol): 45.77
Orbital gap (eV): 10.53
M (g/mol): 154.1
LUMO (eV): 0.601
Structure (SMILES): CC(C)[C@H](C)B[C@@H](C)C(C)C

***

2.
C52H61CrN10P2S2 | ωB97M-V/def2-TZVPD

```
128
Properties=species:S:1:pos:R:3:forces:R:3:mulliken_charge:R:1
Cr 0.10610 -0.03120 0.30550 1.2 -0.1 -0.8 -0.08
N -2.46190 1.17780 3.29690 0.4 -1.4 -0.5 0.27
C -2.37890 2.56230 3.44590 0.1 1.2 0.0 -0.30
C -2.74980 3.16700 4.63880 0.0 -0.3 -0.2 -0.61
C -2.66330 4.54030 4.78250 0.1 0.0 -0.1 -0.79
C -2.17160 5.31590 3.74620 -0.1 0.1 0.1 -0.76
C -1.78670 4.72490 2.55350 0.0 -0.2 0.0 -0.69
C -1.90840 3.35630 2.39990 -0.1 -0.7 0.1 0.95
S -1.55270 2.58560 0.83860 -0.3 0.6 0.0 -0.12
N -1.13170 1.02190 1.32890 -1.6 -0.3 2.5 1.13
C -1.63180 0.48350 2.43910 -0.1 2.9 -1.4 -0.28
C -1.21940 -0.85290 2.68620 0.7 -2.6 0.5 0.10
C -1.66290 -1.68280 3.73790 0.2 1.1 -0.8 -0.89
C -1.26800 -2.99850 3.76320 0.4 -0.5 -0.5 -1.38
C -0.46560 -3.49340 2.73110 -0.4 0.5 0.4 -1.43
C -0.03600 -2.61590 1.74930 0.2 -0.4 -0.2 -0.49
N -0.35240 -1.32950 1.74170 -0.8 0.1 1.2 1.87
H -2.79640 0.67160 4.10440 0.1 0.1 -0.1 0.24
H -3.12340 2.55110 5.44200 -0.1 -0.1 0.2 0.43
H -2.96940 4.99700 5.71040 0.0 0.1 0.1 0.41
H -2.09430 6.38310 3.86280 0.0 0.2 0.0 0.43
H -1.41470 5.32370 1.73640 0.1 0.1 -0.1 0.55
H -2.32720 -1.30100 4.49820 0.0 0.0 0.1 0.50
H -1.60220 -3.64870 4.55510 -0.1 -0.1 0.1 0.52
H -0.19680 -4.53460 2.68590 0.1 -0.1 0.0 0.67
H 0.56930 -2.96360 0.91870 -0.1 0.1 0.0 0.69
N 2.01890 2.36600 -1.96470 0.0 0.2 0.3 0.07
C 1.56180 2.21230 -3.25770 -0.3 0.0 -0.3 0.74
C 2.45430 2.34570 -4.32610 0.1 0.0 0.0 -0.63
C 2.05270 2.10730 -5.62250 0.0 0.0 0.2 -0.86
C 0.73790 1.75400 -5.89210 -0.2 0.0 -0.1 -1.03
C -0.16220 1.63460 -4.85250 0.2 0.0 -0.1 -0.99
C 0.23230 1.84060 -3.53230 0.1 0.0 0.4 0.09
P -0.99530 1.71240 -2.15470 -0.3 0.2 -1.0 1.22
C -1.99290 3.18370 -2.64950 0.1 -0.1 0.4 1.63
C -3.00900 3.18030 -3.60180 0.0 0.0 0.0 -0.25
C -3.65770 4.35820 -3.93050 0.0 0.0 -0.1 -0.91
C -3.28300 5.55620 -3.34510 0.0 0.0 0.0 -0.63
C -2.25100 5.57200 -2.42160 0.0 0.2 0.0 -0.97
C -1.62090 4.39260 -2.06620 -0.1 -0.1 0.1 -0.50
C -2.02340 0.31370 -2.71800 -0.5 0.3 0.2 -0.17
C -3.35100 0.35070 -2.49770 0.9 0.5 -0.1 -0.63
C -4.22510 -0.72760 -2.87750 -0.2 -0.8 -0.2 -1.27
C -3.72230 -1.89850 -3.26830 -0.3 0.3 0.0 -1.04
C -2.26620 -2.18770 -3.20080 0.0 -0.1 0.0 0.13
C -1.32200 -0.96550 -3.12180 0.2 0.2 -0.2 -0.74
H 1.32040 2.52730 -1.24890 0.2 -0.1 0.0 -0.35
H 2.85110 2.92530 -1.85870 0.0 -0.1 0.0 0.25
H 3.47270 2.63970 -4.11870 0.2 0.0 0.0 0.46
H 2.76320 2.19350 -6.42860 0.1 0.1 -0.1 0.42
H 0.42030 1.59320 -6.90960 -0.1 -0.1 -0.1 0.46
H -1.19430 1.38110 -5.05690 -0.1 0.0 0.0 0.41
H -3.31660 2.26080 -4.07770 0.0 0.0 0.0 0.40
H -4.45710 4.34310 -4.65680 -0.1 0.0 -0.1 0.44
H -3.79740 6.47020 -3.60390 0.0 0.1 0.0 0.41
H -1.93830 6.50630 -1.97890 0.0 0.1 0.1 0.45
H -0.84170 4.40170 -1.31440 0.1 0.1 0.0 0.39
H -3.80530 1.23770 -2.07550 0.0 0.1 0.0 0.67
H -5.29030 -0.55400 -2.86950 -0.1 0.0 0.0 0.49
H -4.35650 -2.71930 -3.56340 -0.2 0.0 -0.1 0.47
H -1.98140 -2.83390 -4.03440 0.0 0.1 0.1 0.67
H -0.74810 -0.82900 -4.04530 -0.1 -0.1 0.1 0.62
N 1.68130 0.59080 0.99080 1.0 0.1 0.8 -0.33
P 2.72360 0.37930 2.14650 -0.3 0.0 -0.1 -0.96
N 3.60560 -1.06140 2.08690 -0.4 0.6 0.1 0.68
C 4.29710 -1.16780 0.80700 0.6 0.1 -0.3 0.15
C 5.56070 -2.01070 0.97050 -0.2 -0.1 -0.2 -0.98
C 5.21050 -3.38700 1.53560 0.2 0.2 0.2 -0.81
C 4.36710 -3.23110 2.80110 -0.2 -0.2 -0.3 -1.38
C 3.14070 -2.37880 2.47130 0.1 -0.1 0.4 0.31
N 2.18470 0.61220 3.74490 -0.1 -0.3 -0.7 1.06
C 1.94840 -0.32110 4.82480 0.4 -0.1 0.1 -0.13
C 1.97440 0.39530 6.18110 -0.2 -0.2 -0.2 -1.12
C 1.01790 1.58200 6.20960 0.4 0.1 0.0 -0.67
C 1.37410 2.52270 5.06570 -0.3 -0.2 0.0 -1.29
C 1.28520 1.75530 3.75270 0.2 0.5 0.1 0.07
N 3.94090 1.50740 2.07890 -0.4 -0.1 -0.2 0.97
C 3.90690 2.62070 1.16360 0.0 0.0 -0.5 1.02
C 5.28640 2.85050 0.54980 -0.1 0.2 0.3 -0.53
C 6.31560 3.03450 1.66290 0.1 -0.3 -0.2 -0.97
C 6.30060 1.83060 2.60400 -0.2 0.2 0.2 -0.65
C 4.89240 1.62900 3.16380 0.3 -0.2 0.0 -0.55
H 4.54440 -0.16020 0.46300 0.0 -0.2 -0.1 0.20
H 3.63280 -1.63530 0.05860 0.1 0.1 0.1 -0.16
H 6.24320 -1.49740 1.65170 0.0 0.0 0.0 0.16
H 6.05300 -2.11260 0.00010 0.0 0.0 0.1 0.43
H 6.12490 -3.94480 1.74310 -0.1 -0.1 0.0 0.50
H 4.63730 -3.94850 0.79260 0.0 -0.1 0.0 0.27
H 4.95430 -2.74370 3.58210 -0.1 0.0 0.1 0.34
H 4.04650 -4.20760 3.16410 0.0 -0.1 0.1 0.40
H 2.44940 -2.31840 3.30870 0.0 0.0 0.0 0.46
H 2.60870 -2.85450 1.63440 0.0 0.0 0.0 -0.34
H 2.74900 -1.05950 4.81120 -0.1 -0.1 0.1 0.23
H 0.98300 -0.83740 4.70310 0.0 -0.1 0.0 0.03
H 2.98540 0.75340 6.37590 0.1 0.0 0.0 0.36
H 1.71490 -0.32810 6.95590 0.1 0.0 0.0 0.43
H 1.08220 2.09630 7.16980 -0.1 0.0 0.0 0.48
H -0.00820 1.23120 6.08240 -0.2 0.0 0.0 0.19
H 2.38860 2.89510 5.20950 0.1 0.1 -0.1 0.38
H 0.69150 3.37380 5.03300 0.0 0.1 0.0 0.30
H 1.56340 2.39710 2.90830 -0.3 0.0 0.1 0.68
H 0.24700 1.42680 3.60770 0.0 0.1 0.0 -0.03
H 3.60060 3.53980 1.68730 -0.1 0.0 0.0 0.33
H 3.15930 2.36850 0.40620 0.1 0.2 0.1 -1.36
H 5.26080 3.74470 -0.07320 0.0 0.0 -0.2 0.45
H 5.56410 1.99960 -0.07630 0.0 0.0 -0.1 0.30
H 6.07690 3.94030 2.22860 0.0 0.0 0.0 0.31
H 7.30940 3.15640 1.23100 0.0 0.1 0.1 0.46
H 7.00090 1.98710 3.42690 0.0 -0.1 0.0 0.41
H 6.60600 0.93160 2.06660 0.0 -0.1 0.0 0.07
H 4.63890 2.49260 3.79580 -0.1 -0.1 0.1 0.29
H 4.82890 0.71890 3.76710 0.1 0.2 0.0 0.37
N 0.89510 -0.63620 -1.77970 0.2 0.2 -0.1 -0.36
C -0.36720 -1.33440 -1.94840 0.2 -1.0 -0.5 0.03
N -1.11210 -1.14880 -0.75180 -0.1 0.0 -0.3 0.29
C -2.07820 -2.07100 -0.72110 -0.9 -0.3 0.7 -0.62
C -3.08330 -2.20990 0.22770 0.7 0.4 -0.3 -0.08
C -3.87490 -3.34040 0.21970 -0.4 -0.4 0.2 -1.21
C -3.65700 -4.37320 -0.71840 0.0 -0.1 -0.2 -0.56
C -2.77130 -4.23820 -1.73840 -0.1 -0.3 0.2 -1.29
C -1.99850 -3.00900 -1.88070 0.6 0.1 -0.3 1.16
S -0.11970 -3.18420 -2.07500 0.0 0.2 0.0 -0.37
H 1.01200 0.12230 -2.45980 0.1 -0.3 0.3 -0.17
H 1.68290 -1.27270 -1.89810 -0.2 0.2 0.2 0.49
H -3.22220 -1.43380 0.96600 -0.1 0.1 0.1 0.49
H -4.65920 -3.45100 0.95060 -0.1 0.0 0.1 0.49
H -4.22660 -5.28630 -0.62770 -0.1 -0.1 -0.1 0.46
H -2.64400 -5.01400 -2.48050 0.0 -0.1 0.0 0.47
```
Positions in Å, forces in eV/Å.

Values from the calculation:
E (a.u.): -5089.0905
Relative energy (zero: lowest compared OMol25 entry of this formula, charge and spin) (kcal/mol): 44.65
Orbital gap (spin up / spin down) (eV): 4.03 / 6.10
Spin multiplicity: 5
Total charge: +1
M (g/mol): 1004.2
LUMO (spin up / spin down) (eV): -3.623 / -3.792
<S²>: 6.06

***

3.
C28H70NO9PS | ωB97M-V/def2-TZVPD

```
110
Properties=species:S:1:pos:R:3:forces:R:3:mulliken_charge:R:1
C 1.76705 -3.13486 0.95295 0.1 0.0 0.0 -0.84
O 0.74445 -2.37783 0.34809 0.0 0.0 0.0 -0.18
C 1.14399 -1.08641 -0.09288 0.0 0.0 -0.1 -0.86
C 0.47504 0.01829 0.71306 0.0 -0.1 0.0 -0.33
C -1.04041 0.11991 0.52606 0.1 0.1 0.2 -0.60
C -1.80944 -1.02485 1.18488 -0.1 0.1 -0.1 0.06
C -3.30517 -0.74716 1.30730 0.0 0.0 0.0 -0.83
C -4.08688 -2.02662 1.59219 0.0 0.0 0.0 0.38
C -5.52470 -1.79396 1.99604 0.0 0.0 -0.1 -0.87
O -6.28507 -1.45845 0.79724 -0.1 0.2 0.0 -0.21
S -7.70595 -2.16791 0.62956 0.0 -0.1 -0.3 0.61
O -8.32029 -1.47436 -0.47626 0.1 -0.1 0.1 -0.51
O -7.18257 -3.63018 0.02852 0.0 0.1 0.1 -0.29
P -6.34167 -3.85091 -1.36693 -0.1 0.0 0.0 0.27
N -4.80225 -3.76600 -1.31384 -0.1 -0.1 -0.3 -0.51
H 2.50614 -3.47551 0.21629 0.0 0.0 0.0 0.31
H 2.29080 -2.57201 1.73570 -0.1 0.0 0.0 0.38
H 1.30187 -4.01039 1.40580 0.0 0.0 0.0 0.22
H 0.86621 -1.00216 -1.15064 0.0 0.0 0.0 0.30
H 2.23385 -0.98666 -0.03333 0.0 0.0 0.0 0.49
H 0.68263 -0.15671 1.77556 0.1 0.1 0.0 0.28
H 0.95315 0.96822 0.45426 0.0 0.0 0.0 0.16
H -1.28584 0.18098 -0.54070 0.0 0.0 0.0 0.34
H -1.37544 1.06034 0.97893 0.0 0.0 -0.1 0.30
H -1.66170 -1.94955 0.62520 0.1 0.0 0.0 -0.22
H -1.38995 -1.19111 2.18381 0.0 -0.1 0.0 0.31
H -3.48679 -0.02148 2.10954 0.0 0.0 -0.1 0.36
H -3.67066 -0.28507 0.38333 0.0 0.0 0.0 0.33
H -4.09527 -2.66730 0.70408 0.1 0.0 0.2 -0.34
H -3.59212 -2.59840 2.38502 0.0 0.1 0.0 0.44
H -5.95621 -2.68455 2.46006 0.0 0.0 0.0 0.44
H -5.63785 -0.94576 2.67481 0.0 -0.1 0.0 0.34
H -6.85545 -5.13074 -1.59059 0.2 0.0 0.0 0.03
H -7.03874 -3.02298 -2.26177 0.0 0.0 0.0 0.08
H -4.39457 -2.97464 -1.79639 0.0 0.0 0.2 0.23
C -2.57648 -8.37343 -0.59188 0.0 0.0 0.0 -0.80
C -2.01719 -8.03950 0.77886 0.0 0.0 0.0 -0.59
O -0.82652 -7.26876 0.75123 0.0 0.0 0.0 -0.45
C -0.92309 -6.01120 0.10149 0.0 0.0 0.0 -0.64
C -1.94215 -5.06850 0.71439 0.0 -0.1 0.1 -0.33
H -1.82834 -8.88940 -1.19693 0.0 0.0 0.0 0.24
H -3.44444 -9.02682 -0.49801 0.0 0.0 0.0 0.44
H -2.89742 -7.48192 -1.13284 0.0 0.0 0.0 0.24
H -1.73812 -8.95506 1.30171 0.0 0.0 0.0 0.39
H -2.78346 -7.54354 1.38642 0.0 0.0 0.0 0.31
H -1.12299 -6.14317 -0.96782 0.0 0.0 0.0 0.34
H 0.07527 -5.58115 0.18502 0.0 0.0 0.0 0.18
H -2.96129 -5.44678 0.62374 0.0 0.1 -0.1 0.38
H -1.90207 -4.10687 0.20401 0.0 0.0 0.0 -0.01
H -1.72583 -4.90834 1.77316 0.0 0.0 0.0 0.26
C 1.23118 4.90415 -0.64805 0.0 0.0 0.0 -1.09
C 0.03885 3.97132 -0.54952 0.0 0.0 0.0 -0.13
O -0.73840 4.15003 0.62360 0.0 0.0 0.0 -0.42
C -1.30124 5.43895 0.80382 0.0 0.0 0.0 -0.10
C -2.24579 5.86386 -0.30698 0.0 0.0 0.0 -1.09
H 1.86922 4.80588 0.23140 0.0 0.0 0.0 0.23
H 1.81895 4.66155 -1.53537 0.0 0.0 0.0 0.50
H 0.93746 5.95108 -0.72317 0.0 0.0 0.0 0.25
H 0.37344 2.93485 -0.49445 0.0 0.0 0.0 0.07
H -0.58761 4.05376 -1.44567 0.0 0.0 0.0 0.29
H -0.51312 6.18858 0.93911 0.0 0.0 0.0 0.10
H -1.84496 5.36997 1.74658 0.0 0.0 0.0 0.36
H -1.73156 5.97703 -1.26210 0.0 0.0 0.0 0.26
H -2.69146 6.82821 -0.05799 0.0 0.0 0.0 0.42
H -3.04722 5.13426 -0.43163 0.0 0.0 0.0 0.28
C 4.65482 5.77276 1.84036 0.0 0.0 0.0 -1.12
C 4.29836 6.74962 0.73319 0.0 0.0 0.0 0.06
O 3.05448 7.40582 0.91577 0.0 0.0 0.0 -0.37
C 2.92979 8.18552 2.09473 0.0 0.0 0.0 -0.39
C 3.96139 9.29261 2.20722 0.1 0.0 -0.1 -0.89
H 3.87065 5.02360 1.96198 0.0 0.0 0.0 0.31
H 5.58624 5.26206 1.59037 0.0 0.0 0.0 0.42
H 4.80274 6.27384 2.79763 0.0 0.0 0.0 0.27
H 4.18908 6.21435 -0.21111 0.0 0.0 0.0 0.42
H 5.10725 7.47747 0.60081 0.0 0.0 0.0 -0.15
H 2.96234 7.54663 2.98489 0.0 0.0 0.0 0.32
H 1.92550 8.60712 2.04105 0.0 0.0 0.0 0.34
H 4.97471 8.89277 2.27527 0.0 0.0 0.1 0.10
H 3.77832 9.89029 3.10111 0.0 0.0 0.0 0.43
H 3.91464 9.94801 1.33553 0.0 0.0 0.0 0.28
C -5.99395 -11.16583 -4.44461 0.0 0.0 0.0 -1.06
C -5.43991 -10.02813 -3.60452 0.0 0.0 0.0 -0.33
O -4.30157 -10.37740 -2.83661 0.0 0.0 0.0 -0.39
C -3.16149 -10.80185 -3.56345 0.0 0.0 0.0 -0.43
C -2.61609 -9.75930 -4.52383 0.0 0.0 0.0 -1.03
H -6.23193 -12.02618 -3.81777 0.0 0.0 0.0 0.29
H -6.90674 -10.83979 -4.94571 0.0 0.0 0.0 0.39
H -5.29241 -11.48599 -5.21587 0.0 0.0 0.0 0.27
H -6.18088 -9.71512 -2.86826 0.0 0.0 0.0 0.33
H -5.22833 -9.15838 -4.23714 0.0 0.0 0.0 0.31
H -3.36569 -11.73922 -4.09367 0.0 0.0 0.0 0.35
H -2.41748 -11.02318 -2.79740 0.0 0.0 0.0 0.38
H -3.31808 -9.53136 -5.32685 0.0 0.0 0.0 0.30
H -1.69928 -10.13068 -4.98431 0.0 0.0 0.0 0.40
H -2.38688 -8.83331 -3.99431 0.0 0.0 0.0 0.24
C 7.90558 9.64512 -0.34597 0.0 0.0 0.0 -0.93
C 8.21810 9.94675 1.10976 -0.1 0.0 0.0 -0.37
O 8.08968 8.82876 1.97214 0.0 0.0 0.0 -0.42
C 8.92653 7.72083 1.68531 0.0 0.0 0.0 -0.26
C 10.41170 8.03307 1.73808 0.0 0.0 0.0 -1.17
H 6.90223 9.22732 -0.44460 0.0 0.0 0.0 0.14
H 7.95407 10.56572 -0.92939 0.0 0.0 0.0 0.40
H 8.61489 8.94135 -0.78319 0.0 0.0 0.0 0.28
H 7.50233 10.67362 1.49520 0.0 0.0 0.0 0.34
H 9.21306 10.39704 1.19960 0.0 0.0 0.0 0.35
H 8.66643 7.28019 0.71567 0.0 0.0 0.0 0.28
H 8.67522 6.98434 2.44927 0.0 0.0 0.0 0.36
H 10.71092 8.74221 0.96540 0.0 0.0 0.0 0.28
H 10.98274 7.11669 1.58159 0.0 0.0 0.0 0.41
H 10.68317 8.44799 2.70959 0.0 0.0 0.0 0.29
```
Positions in Å, forces in eV/Å.

Values from the calculation:
E (a.u.): -2580.1530
Orbital gap (eV): 10.01
M (g/mol): 627.9
LUMO (eV): 0.754

***

What is the M in the third record? 627.9 g/mol